(1)
ORCA calculation (ωB97M-V with the def2-TZVPD basis set) on a 12-piece molecular cluster, C48H120O24 overall.

Summary:
* HOMO: -0.32813 Ha
* HOMO-LUMO gap: 0.342 hartree
* M: 1081.46 g/mol
* structure (SMILES): COCCOC.COCCOC.COCCOC.COCCOC.COCCOC.COCCOC.COCCOC.COCCOC.COCCOC.COCCOC.COCCOC.COCCOC

CARTESIAN COORDINATES (ANGSTROEM)
C  -20.24021  9.40751  4.04874
O  -19.31086  8.68432  4.78183
C  -18.95271  7.38217  4.25929
C  -18.42009  6.30205  5.25487
O  -19.46260  6.04544  6.12424
C  -19.18639  5.11031  7.18241
H  -20.79720  10.06661  4.71466
H  -20.93825  8.75850  3.51995
H  -19.89168  10.07064  3.25696
H  -18.21701  7.54052  3.47078
H  -19.86952  6.92434  3.88785
H  -17.43685  6.48176  5.68966
H  -18.15508  5.43557  4.64899
H  -19.04770  4.09924  6.79953
H  -20.03745  5.22248  7.85414
H  -18.31579  5.41432  7.76355
C  -25.89906  -1.94039  1.23530
O  -25.39581  -2.69448  2.41509
C  -25.11498  -1.92326  3.56247
C  -24.77019  -2.73585  4.81747
O  -24.28089  -4.01462  4.40925
C  -23.93520  -4.83751  5.52558
H  -24.95543  -1.62726  0.78853
H  -26.54431  -1.11370  1.53249
H  -26.49460  -2.58852  0.59236
H  -25.94398  -1.25498  3.79543
H  -24.37665  -1.17833  3.26570
H  -25.68774  -2.80165  5.40216
H  -24.03640  -2.13744  5.35743
H  -23.41015  -5.78393  5.39639
H  -24.89528  -5.19168  5.90097
H  -23.58917  -4.34677  6.43527
C  -26.04335  7.39141  -0.58548
O  -26.46395  6.49724  0.44505
C  -26.33222  5.18270  0.01551
C  -27.35820  4.48440  -0.92880
O  -27.32507  5.07773  -2.23703
C  -26.30442  4.60730  -3.06834
H  -25.25998  6.92422  -1.18227
H  -25.85305  8.41836  -0.27362
H  -26.86266  7.40368  -1.30429
H  -26.33641  4.51932  0.88041
H  -25.32615  5.10562  -0.39678
H  -28.37525  4.60677  -0.55635
H  -27.09712  3.42675  -0.96521
H  -26.28269  5.35123  -3.86471
H  -26.55124  3.61723  -3.45168
H  -25.35930  4.40000  -2.56646
C  -16.25524  -2.00175  1.40580
O  -17.35595  -1.35716  2.02596
C  -17.43067  -1.40309  3.40640
C  -18.45119  -0.50217  4.08644
O  -19.79989  -0.57824  3.53651
C  -20.67599  0.44747  3.82543
H  -15.33141  -1.63309  1.85160
H  -16.27844  -1.67671  0.36565
H  -16.25711  -3.08957  1.47467
H  -16.46824  -0.96012  3.66254
H  -17.48512  -2.38097  3.88480
H  -17.99421  0.47790  3.94953
H  -18.51126  -0.69989  5.15668
H  -20.90828  0.42911  4.89023
H  -21.60939  0.28541  3.28636
H  -20.28523  1.39872  3.46414
C  -25.89551  3.69359  7.20008
O  -26.79625  2.65555  6.82272
C  -27.43305  1.83376  7.84747
C  -26.41384  0.94209  8.59970
O  -25.70134  -0.01045  7.85186
C  -25.04151  -1.05778  8.60579
H  -24.96058  3.15710  7.36196
H  -26.19209  4.14190  8.14833
H  -25.82218  4.42775  6.39775
H  -28.04376  1.11044  7.30715
H  -28.05891  2.48292  8.45983
H  -27.02227  0.40078  9.32420
H  -25.69013  1.55107  9.14146
H  -24.30850  -0.73310  9.34430
H  -24.58747  -1.63695  7.80175
H  -25.77889  -1.73280  9.04021
C  -28.44196  5.25693  2.96450
O  -29.32756  4.89301  4.03274
C  -28.99297  3.55759  4.55191
C  -29.29648  2.49878  3.53613
O  -28.30676  2.44729  2.55114
C  -28.59443  1.64957  1.40282
H  -28.46018  6.34652  2.98857
H  -28.71640  4.88554  1.97715
H  -27.40794  4.99544  3.18924
H  -29.64924  3.36001  5.39947
H  -27.97900  3.44415  4.93544
H  -30.28226  2.73455  3.13518
H  -29.26692  1.50321  3.97891
H  -27.64138  1.60959  0.87540
H  -29.31345  2.18167  0.77993
H  -29.13710  0.72851  1.61556
C  -20.35289  -0.14628  11.46265
O  -20.35732  0.58055  10.24911
C  -19.05604  0.84357  9.68189
C  -19.12966  1.22433  8.13704
O  -20.10452  2.19427  7.75189
C  -21.41298  1.65251  7.72136
H  -19.74386  -1.03904  11.32061
H  -21.31709  -0.51549  11.81207
H  -19.85881  0.32794  12.31065
H  -18.40781  -0.01908  9.83595
H  -18.57480  1.62501  10.26999
H  -19.12426  0.37864  7.44939
H  -18.21859  1.70631  7.78242
H  -21.83119  1.35184  8.68199
H  -21.60888  0.85529  7.00431
H  -22.04971  2.49609  7.45484
C  -24.67285  7.31824  3.42598
O  -24.46243  7.83699  4.74249
C  -23.35251  8.51902  5.22691
C  -23.67020  9.13134  6.58443
O  -24.39213  8.25039  7.42370
C  -23.71269  7.03435  7.84516
H  -24.36010  8.03819  2.66970
H  -25.70965  7.01653  3.27723
H  -24.02840  6.45570  3.25622
H  -22.99733  9.25387  4.50446
H  -22.55716  7.80723  5.44801
H  -24.17746  10.08786  6.45853
H  -22.69444  9.38080  7.00131
H  -22.78300  7.30973  8.34311
H  -23.59252  6.35216  7.00358
H  -24.30256  6.39278  8.49978
C  -21.51130  5.76707  0.01049
O  -20.10629  6.02867  -0.10606
C  -19.66818  7.14999  -0.78656
C  -18.13433  7.21325  -0.77000
O  -17.47562  7.83177  0.28267
C  -17.59098  9.20745  0.57967
H  -22.09861  6.60123  0.39434
H  -21.64230  4.90893  0.66969
H  -22.08416  5.47292  -0.86895
H  -20.16683  8.05228  -0.43255
H  -19.94317  7.08830  -1.83949
H  -17.78921  7.63624  -1.71343
H  -17.82309  6.16863  -0.77323
H  -16.57109  9.59203  0.58537
H  -18.03421  9.36516  1.56291
H  -18.20103  9.69158  -0.18293
C  -23.19022  1.53459  1.18783
O  -24.46313  2.21482  1.19422
C  -24.95577  2.26944  2.52632
C  -24.28476  3.35837  3.34509
O  -22.99473  2.89462  3.84103
C  -22.37573  3.83203  4.79652
H  -22.68330  1.68026  0.23393
H  -23.31071  0.49710  1.49960
H  -22.53130  1.96990  1.93912
H  -24.93225  1.32130  3.06352
H  -26.01752  2.50654  2.45879
H  -24.90468  3.60834  4.20608
H  -24.18713  4.22123  2.68628
H  -21.32309  3.61116  4.97333
H  -23.02208  3.92529  5.66924
H  -22.20764  4.82857  4.38815
C  -21.54583  1.56476  -3.89144
O  -22.58148  0.60912  -4.05885
C  -23.94158  1.06630  -4.26803
C  -24.79185  0.80925  -3.04551
O  -26.23543  1.15557  -3.35273
C  -27.11611  0.48171  -2.45288
H  -20.83690  1.52767  -4.71857
H  -20.99080  1.33988  -2.98068
H  -21.94428  2.54277  -3.62155
H  -24.39120  0.60737  -5.14856
H  -24.01733  2.12521  -4.51518
H  -24.47286  1.25433  -2.10303
H  -24.65555  -0.24682  -2.81264
H  -27.38333  -0.47429  -2.90317
H  -27.93530  1.19944  -2.40929
H  -26.72281  0.29545  -1.45352
C  -18.56836  2.49726  -1.49663
O  -18.88064  1.12895  -1.45099
C  -19.23383  0.60807  -0.19951
C  -19.83303  -0.83831  -0.34612
O  -21.01142  -0.75422  -1.16690
C  -22.00313  -1.73547  -0.86918
H  -17.86518  2.57139  -2.32618
H  -18.01899  2.97575  -0.68587
H  -19.45035  3.10499  -1.69881
H  -19.96312  1.21137  0.34111
H  -18.41379  0.45842  0.50280
H  -20.15966  -1.19877  0.62932
H  -19.15010  -1.60290  -0.71643
H  -21.95539  -2.54609  -1.59631
H  -22.95156  -1.20048  -0.91775
H  -21.94467  -2.27435  0.07650

Cartesian forces (eV/Å) of the 3 atoms listed first:
-0.85 0.09 -0.52
1.06 -0.99 0.77
0.11 0.18 0.33

---

(2)
ORCA calculation (ωB97M-V with the def2-TZVPD basis set) on C33H37N7ORbS2 as an isolated structure.

Summary:
* HOMO (spin up / spin down): 0.01874 / -0.01426 Ha
* HOMO-LUMO gap (spin up / spin down): 0.114 / 0.147 hartree
* multiplicity: 2
* M: 697.31 g/mol
* total charge: -2

CARTESIAN COORDINATES (ANGSTROEM)
Rb  -5.97142  -13.83126  16.73491
C  -8.71313  -11.90273  17.89793
C  -9.27999  -13.22130  17.87216
C  -8.69351  -13.99208  18.93778
C  -7.80099  -13.14592  19.64378
C  -7.80907  -11.84816  19.01070
C  -7.04698  -10.68762  19.48121
C  -7.01319  -13.51750  20.84025
C  -9.10224  -15.35563  19.33165
C  -10.28480  -13.71358  16.92452
C  -9.15255  -10.76501  17.04137
H  -7.47099  -9.77080  18.95626
H  -5.98353  -10.74391  19.18037
H  -7.11336  -10.51707  20.56842
H  -6.07072  -12.95963  20.93498
H  -6.81769  -14.61273  20.77711
H  -7.58472  -13.30449  21.79349
H  -9.28268  -15.94228  18.44340
H  -10.04769  -15.29195  19.91260
H  -8.34890  -15.85367  19.96784
H  -9.81949  -14.19809  16.06504
H  -10.95447  -12.90302  16.57769
H  -10.98258  -14.42257  17.40928
H  -8.46116  -10.50162  16.23232
H  -9.20647  -9.83689  17.67834
H  -10.19368  -10.85415  16.63829
N  -7.21534  -11.64392  13.52121
C  -7.30168  -12.94697  13.15894
N  -6.78272  -13.92102  13.86664
C  -6.96508  -15.12708  13.18266
C  -7.58367  -15.03441  11.94591
S  -8.07626  -13.42009  11.61576
C  -6.40308  -16.34538  13.74087
C  -6.24943  -17.54958  13.11700
S  -5.37595  -18.72228  14.03004
C  -5.40483  -17.44898  15.38035
N  -5.91933  -16.28721  15.02404
N  -4.81170  -17.66092  16.58609
H  -6.53680  -11.33401  14.25518
H  -7.61872  -10.91391  12.88532
H  -7.90687  -15.84140  11.26575
H  -6.64731  -17.81350  12.12692
H  -4.68442  -18.59481  16.90700
H  -4.57871  -16.87442  17.18821
C  -2.23847  -13.38730  15.31354
N  -3.00037  -14.04986  16.39850
C  -2.29946  -14.66817  17.28586
C  -2.83649  -15.32224  18.42930
C  -2.14286  -15.77855  19.59262
C  -3.12004  -16.25948  20.43930
C  -4.35281  -16.12609  19.75283
N  -4.21750  -15.55155  18.54156
C  -1.19600  -12.36592  15.80586
C  0.19575  -12.56088  15.58158
C  1.11176  -11.73571  16.20043
C  0.66002  -10.58629  16.87978
C  -0.69597  -10.33387  17.02913
C  -1.60757  -11.22902  16.47687
H  -3.01221  -12.81138  14.78087
H  -1.73705  -14.12095  14.66205
H  -1.19669  -14.66114  17.23638
H  -1.04701  -15.77880  19.73440
H  -3.07957  -16.61890  21.47245
H  -5.26458  -16.57065  20.11437
H  0.54653  -13.37118  14.90651
H  2.17289  -11.94305  16.07372
H  1.38610  -9.81017  17.24976
H  -1.04985  -9.44979  17.56563
H  -2.66176  -11.06689  16.63348
O  -5.94763  -10.73879  15.58556
N  -5.29000  -9.55638  15.37519
C  -4.65152  -9.29832  14.18494
C  -4.04817  -8.06793  14.00916
C  -4.07677  -7.06213  15.04955
C  -4.69840  -7.46825  16.24550
C  -5.23350  -8.73223  16.42393
H  -4.69392  -10.10517  13.42697
H  -3.49255  -7.86089  13.06862
H  -3.57002  -6.07424  14.93665
H  -4.74039  -6.77979  17.09077
H  -5.64094  -9.04285  17.38507

Cartesian forces (eV/Å) of the 3 atoms listed first:
-0.32 0.54 0.46
-0.16 -1.34 1.01
1.58 0.63 1.34

---

(3)
ORCA calculation (ωB97M-V with the def2-TZVPD basis set) on C16H33N2O2PSiSn as an isolated structure.

Summary:
* HOMO (spin up / spin down): -0.24839 / -0.24730 Ha
* HOMO-LUMO gap (spin up / spin down): 0.182 / 0.203 hartree
* M: 463.22 g/mol

CARTESIAN COORDINATES (ANGSTROEM)
Sn  -0.08323  0.57368  0.05857
Si  0.05981  -1.63404  -1.47143
P  0.61080  1.73979  -2.39127
N  -1.95809  0.13966  -0.44742
H  2.75768  1.22343  0.37023
C  0.94541  3.52559  -2.31292
H  1.21917  3.90159  -3.30973
H  1.76849  3.71481  -1.60935
H  0.05049  4.05161  -1.95242
C  2.04877  1.04055  -3.28386
H  2.26237  1.66393  -4.16421
H  1.85107  0.00589  -3.59912
H  2.93165  1.03985  -2.62506
C  -0.79771  1.58192  -3.54952
H  -0.59745  2.17886  -4.45040
H  -1.71239  1.94702  -3.06246
H  -0.95383  0.53188  -3.82574
C  1.73523  -2.48857  -1.60617
H  2.15224  -2.64680  -0.60054
H  2.44368  -1.89975  -2.20586
H  1.56080  -3.46399  -2.09322
H  -0.87065  -2.63969  -0.85671
H  -0.37752  -1.39402  -2.88892
C  -3.25101  0.23539  -0.58231
C  -5.42125  1.25036  -0.11862
C  -4.05439  1.25430  0.03611
C  -3.90752  -0.76053  -1.38972
C  -5.27583  -0.75041  -1.53921
C  -6.03734  0.25071  -0.89654
H  -6.01550  2.02888  0.36961
H  -3.53531  2.00876  0.62932
H  -3.26749  -1.51516  -1.85673
H  -5.74680  -1.52264  -2.15332
H  -7.12246  0.24581  -1.01350
C  3.15703  0.35084  0.90325
O  2.40658  -0.73962  0.80951
C  3.14559  1.03346  2.27048
H  3.92199  1.79013  2.22640
H  3.38533  0.26146  2.99234
H  2.17554  1.49986  2.50051
C  4.53376  0.26302  0.19773
H  4.96022  1.26720  0.14363
H  4.55286  -0.17213  -0.81802
H  5.14091  -0.36326  0.85629
C  -1.35708  -1.35205  4.31071
N  0.00709  -1.66658  3.90096
C  0.84881  -2.48800  4.75655
C  0.43897  -1.21915  2.73274
O  -0.28944  -0.45472  2.02527
H  -1.48678  -1.80296  5.28992
H  -2.07903  -1.77678  3.60243
H  -1.49797  -0.26670  4.37014
H  1.17305  -3.38845  4.21907
H  1.73954  -1.92248  5.06282
H  0.25719  -2.75589  5.63223
H  1.45396  -1.51586  2.40748

Cartesian forces (eV/Å) of the 3 atoms listed first:
1.28 -1.85 -0.16
0.40 -0.65 0.50
-0.23 0.10 -0.11

---

(4)
ORCA calculation (ωB97M-V with the def2-TZVPD basis set) on C27H21N7O2Re as an isolated structure.

Summary:
* HOMO (spin up / spin down): -0.70404 / -0.70386 Ha
* HOMO-LUMO gap (spin up / spin down): 0.184 / 0.147 hartree
* multiplicity: 4
* M: 661.72 g/mol
* total charge: +4

CARTESIAN COORDINATES (ANGSTROEM)
Re  0.20699  0.16684  -0.35055
N  -3.95308  -0.30357  0.93177
C  -2.65710  -0.06768  0.94938
N  -1.90268  -0.14417  -0.14495
C  -2.51204  -0.51747  -1.34525
N  -1.75911  -0.71798  -2.43791
N  -0.46866  -0.53073  -2.16011
C  0.42793  -0.87944  -3.07227
C  1.79753  -0.78560  -2.65375
C  2.85187  -1.18884  -3.44504
C  4.15722  -1.14182  -2.92205
C  4.34264  -0.70055  -1.63180
C  3.23621  -0.29200  -0.87311
N  1.99478  -0.32455  -1.36087
C  -3.91261  -0.72989  -1.42021
C  -4.58909  -1.06947  -2.60841
C  -5.94126  -1.28408  -2.56689
C  -6.66021  -1.18091  -1.34947
C  -6.03009  -0.85506  -0.16865
C  -4.66171  -0.62772  -0.20970
H  -4.45576  -0.24992  1.81612
H  -2.21021  0.19184  1.90047
H  0.11322  -1.25821  -4.04029
H  2.66599  -1.55107  -4.44922
H  4.99891  -1.46030  -3.52533
H  5.32744  -0.66437  -1.18316
H  3.35849  0.05956  0.14401
H  -4.04110  -1.15848  -3.53557
H  -6.47582  -1.54278  -3.47152
H  -7.72746  -1.36589  -1.34929
H  -6.58444  -0.78036  0.75930
O  4.53422  -3.18697  5.21973
C  4.30180  -2.94221  3.93242
O  4.84441  -3.54952  3.05867
C  3.30609  -1.88127  3.53635
C  3.61521  -0.52705  3.64925
C  2.83773  0.43197  3.01515
C  1.72945  0.01376  2.29155
C  1.37872  -1.33483  2.21955
C  2.16451  -2.28512  2.83986
N  0.98270  0.89645  1.45380
C  0.82873  2.16243  1.64080
C  0.19143  2.91478  0.56381
C  -0.00078  4.27636  0.60191
C  -0.54291  4.91599  -0.51555
C  -0.87253  4.16372  -1.63153
C  -0.67777  2.79185  -1.60929
N  -0.15808  2.17159  -0.53536
H  4.01266  -2.63717  5.81679
H  4.50514  -0.21841  4.18468
H  3.13943  1.47233  3.04372
H  0.46666  -1.64668  1.69906
H  1.92336  -3.33785  2.76527
H  1.17852  2.66411  2.53978
H  0.28393  4.83732  1.48365
H  -0.69588  5.98835  -0.50876
H  -1.28062  4.62611  -2.52066
H  -0.93290  2.17463  -2.46029

Cartesian forces (eV/Å) of the 3 atoms listed first:
-0.58 -0.31 -0.34
0.72 0.18 0.37
-0.84 -0.02 0.47